Below is a cluster of 6 separate species, C31H36F15NO15S2 in total at a distorted geometry, with properties calculated with ωB97M-V/def2-TZVPD.

Cartesian coordinates (Å):
S -4.4466 0.3211 1.0933
S -5.1150 3.9114 3.7921
F 0.2126 -1.5298 8.2819
F 7.0822 1.3877 -0.3647
F -4.6562 -2.3673 -3.7752
F 12.9913 -3.2012 0.4408
F 8.4443 2.6564 -1.4977
F -1.3562 -1.4603 9.7928
F 7.1910 1.2026 -2.5345
F 11.6292 -4.4699 1.5737
F -0.6317 -3.3832 9.0637
F 11.7380 -4.6549 -0.5961
F -3.0874 -2.4368 -5.2861
F -3.9317 -4.2902 -4.5043
F -8.7929 -5.1292 0.4353
F -9.8965 -3.7666 -0.8585
F -9.2806 -5.7195 -1.6075
O 0.7839 4.7847 -1.1144
O 10.9222 -1.8492 -0.7703
O 6.3752 4.0084 -2.7087
O -3.5851 0.0862 2.3747
O -6.4839 -2.6789 -5.8585
O 9.6236 -2.6349 0.9508
O 1.2965 3.9085 2.1754
O -3.1839 -1.7719 7.7095
O 5.0766 3.2226 -0.9877
O -4.7887 -3.4780 -7.1827
O -3.6956 -0.2375 -0.1592
O -7.4328 -2.9923 -1.9113
O 0.7211 7.0823 2.9058
O -1.4887 -2.5711 6.3853
O -6.5108 -4.9266 -1.0901
N 1.2819 5.0392 1.4356
C -5.7028 -3.5463 -8.2894
C 2.1789 2.8821 1.5989
C 0.4551 4.7002 0.1770
C -5.9713 -2.1647 -8.8595
C 5.3908 5.0217 -2.9716
C 2.4374 1.7680 2.8178
C -2.4028 -2.6393 5.2786
C -5.3109 -3.0208 -6.0018
C 0.3786 5.9362 2.3081
C 11.7422 -3.7486 0.4228
C 6.0955 3.1558 -1.6737
C -2.1677 3.2398 0.2964
C -4.7573 2.1472 0.7835
C -1.0353 5.1138 2.2079
C -2.0109 -2.1139 7.5662
C -5.2192 -4.4874 -1.5416
C -0.9552 -2.1188 8.6688
C -3.5170 3.1336 1.2790
C -0.9891 4.2555 0.8122
C 10.0126 0.2762 -0.0018
C -3.5793 4.0290 2.6848
C -2.6713 -1.2577 4.7085
C -7.5542 -4.0750 -1.3401
C -8.8720 -4.6654 -0.8449
C 5.4656 6.1337 -1.9402
C -2.3470 5.0269 3.1865
C 7.1952 2.1090 -1.5157
C 9.9378 -0.8358 -1.0332
C 10.6424 -2.7017 0.2647
C -4.2552 -3.0257 -4.8992
C -4.6580 -3.4149 -0.6248
H 6.4777 6.5487 -1.8976
H -5.7435 2.5320 1.2870
H -5.2836 -2.5160 -0.6304
H -1.9280 -3.2615 4.5116
H -5.2280 -4.1684 -9.0565
H -6.6139 -2.2268 -9.7407
H 4.7613 6.9335 -2.1803
H -2.3740 5.6608 4.1695
H 3.5492 1.7755 3.1984
H 10.1603 -0.4255 -2.0246
H -3.6492 -3.1304 -0.9326
H -2.0364 2.6410 -0.7012
H 9.7810 -0.0934 1.0028
H -1.7317 -0.7684 4.4326
H 4.3882 4.5807 -3.0246
H 2.1381 0.6826 2.4219
H -5.2698 -4.1486 -2.5834
H -3.1602 -0.6095 5.4434
H -4.8633 2.2721 -0.3960
H 1.6583 2.0137 3.6731
H -5.6984 -0.3590 1.1934
H -4.6293 -3.7722 0.4095
H -6.6292 -4.0530 -7.9934
H -3.3139 -1.3199 3.8273
H 8.9352 -1.2769 -1.0862
H -5.3291 2.5071 3.9435
H 9.3083 1.0759 -0.2418
H -3.3292 -3.1460 5.5746
H 1.6721 2.2499 0.7254
H -6.4602 -1.5165 -8.1246
H -5.0317 -1.6753 -9.1355
H 5.6134 5.4320 -3.9631
H 5.2341 5.7641 -0.9357
H -4.5602 -5.3626 -1.5208
H 3.1999 3.2945 1.1866
H 11.0247 0.6912 0.0409

Molecular weight = 1011.73 g mol⁻¹
F_max = 9.32 eV/Å
Frontier orbital gap = 7.51 eV
Net charge = 0
HOMO level = -0.34398 Ha